# 1
Formula: C4H14NO2
Source: OMol25
Level of theory: wB97M-V/def2-TZVPD

The geometry in XYZ format:
```
21
Properties=species:S:1:pos:R:3:forces:R:3:nbo_charge:R:1
C 0.566 0.840 -1.199 0.51 1.49 -1.41 -0.113
O 1.255 -0.215 -1.898 -0.28 0.59 0.75 -0.719
C 0.118 0.506 0.184 -1.36 -2.28 1.91 -0.166
C -0.016 1.680 1.147 0.02 0.87 -0.26 -0.433
C -0.313 1.381 2.629 1.01 -0.83 0.17 -0.655
N -1.093 -0.459 0.145 0.37 1.54 -1.64 -1.006
H 1.182 1.754 -1.058 0.40 -0.61 -0.17 0.177
H -0.207 1.263 -1.883 -0.09 -0.67 0.75 0.192
H 2.063 0.164 -2.265 -0.13 -0.13 0.06 0.478
H 0.821 -0.176 0.724 0.17 0.67 -0.84 0.218
H 0.987 2.065 0.914 0.07 0.48 1.20 0.205
H -0.673 2.517 0.909 -0.20 -0.30 -0.87 0.219
H -1.374 1.387 2.927 0.37 0.28 -0.44 0.222
H 0.026 0.360 2.829 -0.01 -0.02 0.23 0.204
H 0.289 2.020 3.304 -0.50 -0.07 -0.41 0.219
H -1.901 0.055 -0.240 -0.40 0.10 0.20 0.337
H -1.388 -0.885 1.059 0.23 -0.36 0.17 0.260
H -0.859 -1.143 -0.600 -0.23 -0.60 0.67 0.440
H 0.320 -3.229 -0.311 -0.09 0.79 0.41 0.456
H -0.465 -3.788 -1.366 -0.70 0.37 -0.48 0.473
O -0.433 -2.955 -0.866 0.81 -1.33 0.01 -1.007
```
Positions in Å, forces in eV/Å.

Gap between HOMO and LUMO (alpha / beta) ... 3.615 / 11.549 eV
Spin multiplicity ... 2
Calculated total energy ... -365.87879 hartree
Relative energy (zero: lowest compared OMol25 entry of this formula, charge and spin) ... 46.6 kcal/mol

***

# 2
Formula: C4H14NO2
Source: OMol25
Level of theory: wB97M-V/def2-TZVPD

The geometry in XYZ format:
```
21
Properties=species:S:1:pos:R:3:forces:R:3:nbo_charge:R:1
C -2.781 -1.409 -0.679 -0.05 -2.20 -0.68 -0.642
C -1.545 -0.668 -1.163 1.88 -2.18 0.07 -0.488
C -0.421 -0.693 -0.155 -0.54 2.41 -0.17 -0.060
C 0.291 -1.691 0.456 0.86 -1.38 0.55 -0.735
N 0.239 0.666 -0.145 -1.15 -0.53 1.16 -0.697
H -3.703 -1.028 -1.107 -0.27 0.17 0.66 0.208
H -2.762 -2.475 -0.987 0.18 0.43 -1.16 0.212
H -2.756 -1.787 0.346 -0.36 1.74 0.72 0.231
H -1.023 -1.279 -1.951 -1.03 0.30 -0.37 0.186
H -1.737 0.299 -1.622 -0.18 0.27 0.38 0.187
H -0.088 -2.659 0.760 -0.56 0.15 -0.20 0.196
H 1.354 -1.654 0.692 0.01 0.53 -0.19 0.173
H 1.124 0.676 0.366 0.32 -0.12 -0.58 0.463
H -0.330 1.289 0.445 -0.05 0.17 -0.17 0.372
H 0.262 1.106 -1.058 0.61 -0.01 -0.15 0.401
H 2.407 3.080 -0.078 0.27 0.00 -0.03 0.478
H 3.302 2.053 -0.839 -0.14 0.24 0.11 0.485
O 2.406 2.231 -0.528 0.16 0.01 -0.36 -0.963
H 2.698 1.392 2.492 0.10 -0.08 -0.06 0.479
H 1.189 1.458 2.662 0.00 -0.21 0.04 0.468
O 1.876 1.091 2.093 -0.06 0.27 0.41 -0.955
```
Positions in Å, forces in eV/Å.

Gap between HOMO and LUMO (alpha / beta) ... 3.036 / 7.054 eV
Spin multiplicity ... 2
Calculated total energy ... -365.84935 hartree
Relative energy (zero: lowest compared OMol25 entry of this formula, charge and spin) ... 65.1 kcal/mol

***

# 3
Formula: C4H14NO2
Source: OMol25
Level of theory: wB97M-V/def2-TZVPD

The geometry in XYZ format:
```
21
Properties=species:S:1:pos:R:3:forces:R:3:nbo_charge:R:1
O -0.801 2.250 0.333 0.00 -0.85 0.98 -0.729
C 0.460 1.588 0.576 -0.14 1.69 -1.70 -0.139
C 0.671 0.523 -0.475 -1.57 -1.15 -0.47 -0.094
N -0.283 -0.665 -0.131 2.92 0.05 0.34 -0.667
C 0.403 -2.014 -0.256 -1.13 0.08 0.28 -0.540
C 0.230 0.947 -1.874 1.10 -0.82 -0.72 -0.687
H -0.633 3.001 -0.239 0.01 0.06 -0.03 0.471
H 0.557 1.171 1.565 -0.36 0.07 0.48 0.205
H 1.194 2.392 0.428 0.49 -0.51 0.28 0.179
H 1.708 0.176 -0.502 -0.26 -0.15 0.25 0.221
H -0.545 -0.565 0.882 -0.79 -0.38 -0.45 0.446
H -1.028 -0.615 -0.824 -0.79 -0.16 0.46 0.368
H -0.390 -2.763 -0.339 0.05 0.09 -0.02 0.220
H 0.949 -2.245 0.665 0.14 0.37 -0.32 0.223
H 0.987 -2.020 -1.165 0.34 -0.01 -0.04 0.205
H 0.780 1.868 -2.066 -0.51 0.23 -0.60 0.219
H 0.481 0.191 -2.649 0.81 0.25 0.51 0.222
H -0.833 0.928 -2.085 -0.36 1.08 0.77 0.232
H -2.067 -1.198 2.591 0.12 -0.01 -0.18 0.420
H -0.710 -1.581 3.211 0.09 0.04 -0.16 0.436
O -1.130 -1.369 2.355 -0.17 0.03 0.33 -1.209
```
Positions in Å, forces in eV/Å.

Gap between HOMO and LUMO (alpha / beta) ... 3.119 / 11.598 eV
Spin multiplicity ... 2
Calculated total energy ... -365.87451 hartree
Relative energy (zero: lowest compared OMol25 entry of this formula, charge and spin) ... 49.3 kcal/mol

***

Calculated molecular weight in order - 108.16; 108.16; 108.16 g/mol